CH2CrO4 | wB97M-V/def2-TZVPD

XYZ file:
```
8
Properties=species:S:1:pos:R:3:mulliken_spin:R:1
O -0.47 -1.11 0.61 -0.099
C 0.78 -0.87 0.77 0.067
O 1.14 0.38 1.06 -0.015
O 1.67 -1.66 0.40 0.008
Cr -1.56 -0.71 -0.93 5.083
H 0.58 1.06 0.49 0.008
O -1.18 1.14 -0.86 -0.068
H -0.97 1.77 -1.54 0.017
```

Computed properties:
spin multiplicity = 6
relative energy (zero: lowest compared OMol25 entry of this formula, charge and spin) = 0.000 eV
highest occupied orbital energy (spin up / spin down) = -0.0714 / -0.1934 hartree
charge = -1
orbital gap (spin up / spin down) = 5.544 / 8.980 eV

***

CH2F2N2 | wB97M-V/def2-TZVPD

XYZ file:
```
7
Properties=species:S:1:pos:R:3:lowdin_charge:R:1
C -0.01 -0.16 0.20 -0.516
N -0.39 -1.30 -0.17 0.101
N 0.69 0.71 -0.54 0.174
F -0.30 0.21 1.45 0.111
F -1.24 -1.77 0.82 -0.084
H 0.62 0.58 -1.47 0.062
H 0.63 1.73 -0.27 0.152
```

Computed properties:
relative energy (zero: lowest compared OMol25 entry of this formula, charge and spin) = 1.350 eV
highest occupied orbital energy = -0.3656 hartree
SMILES = N/C(F)=N/F
charge = 0
orbital gap = 10.650 eV

***

CH2F2N2 | wB97M-V/def2-TZVPD

XYZ file:
```
7
Properties=species:S:1:pos:R:3:lowdin_charge:R:1
C 0.16 0.32 0.45 -0.342
N -0.54 0.02 1.40 0.138
N 0.27 -0.91 -1.05 0.045
F 1.00 1.27 0.10 0.108
F 0.58 0.00 -2.02 -0.153
H -0.79 0.56 2.33 0.139
H -0.68 -1.26 -1.21 0.066
```

Computed properties:
relative energy (zero: lowest compared OMol25 entry of this formula, charge and spin) = 3.679 eV
highest occupied orbital energy = -0.3579 hartree
charge = 0
orbital gap = 10.311 eV

***

Question: What is the formula in the second record?
Answer: CH2F2N2

***

Question: Number 2 is which compound?
Answer: CH2F2N2

***

Question: Which formula does entry 1 have?
Answer: CH2CrO4

***

Question: Among the records above, which one has the lowest charge?
Answer: CH2CrO4